Formula: C31H33KN5O2Se2
Source: OMol25
Level of theory: ωB97M-V with the def2-TZVPD basis set

## Properties
Energy above the lowest of the compared OMol25 structures with the same formula, charge and spin, kJ/mol: 1.2
Kohn-Sham gap, eV: 6.3388
Net charge: -1
E_LUMO, Eh: 0.0807
E_HOMO, eV: -4.14

Each line ends with the Löwdin charge.
Positions of all 74 atoms, in Å:
K  0.610  0.767  -0.436  0.6770
C  -0.454  -2.027  1.594  -0.0890
N  0.269  -2.073  0.331  -0.2245
C  -0.504  -2.691  -0.751  -0.2029
C  -1.980  -2.322  -0.875  -0.1703
C  -2.323  -0.891  -1.289  -0.2276
N  -2.037  0.052  -0.229  -0.0091
C  -3.022  0.571  0.382  -0.1402
C  -2.977  1.480  1.513  -0.1587
C  -4.211  1.935  1.994  -0.0906
C  -4.328  2.822  3.045  -0.1455
C  -3.146  3.268  3.653  -0.1273
C  -1.916  2.847  3.216  -0.0461
C  -1.744  1.945  2.110  -0.4083
O  -0.592  1.624  1.700  -0.1507
C  1.505  -2.816  0.549  -0.2297
C  2.444  -3.009  -0.637  -0.1743
C  3.118  -1.757  -1.199  -0.2444
N  2.223  -0.964  -2.015  -0.0101
C  2.434  -1.005  -3.272  -0.1333
C  1.682  -0.385  -4.341  -0.1476
C  2.166  -0.601  -5.642  -0.0940
C  1.555  -0.092  -6.763  -0.1459
C  0.391  0.674  -6.583  -0.1293
C  -0.120  0.911  -5.336  -0.0364
C  0.489  0.402  -4.134  -0.4009
O  -0.018  0.636  -3.002  -0.1620
H  -0.772  -3.033  1.926  0.0924
H  -1.317  -1.373  1.517  0.0668
H  0.199  -1.603  2.358  0.0716
H  -0.462  -3.792  -0.633  0.1193
H  -0.005  -2.444  -1.692  0.1107
H  -2.519  -2.577  0.043  0.1039
H  -2.378  -2.984  -1.652  0.1096
H  -3.390  -0.865  -1.569  0.1053
H  -1.729  -0.614  -2.164  0.0944
H  -4.048  0.325  0.048  0.1146
H  -5.107  1.566  1.502  0.0963
H  -5.297  3.156  3.395  0.0767
H  -3.200  3.967  4.483  0.0901
H  -1.010  3.231  3.672  0.0710
H  1.257  -3.825  0.938  0.1166
H  2.056  -2.305  1.346  0.0989
H  1.939  -3.534  -1.452  0.1059
H  3.232  -3.682  -0.283  0.1076
H  4.006  -2.071  -1.772  0.1010
H  3.479  -1.144  -0.364  0.0937
H  3.298  -1.590  -3.638  0.1094
H  3.066  -1.202  -5.749  0.0944
H  1.954  -0.277  -7.752  0.0771
H  -0.115  1.090  -7.449  0.0886
H  -1.018  1.504  -5.203  0.0972
Se  1.847  4.404  2.886  0.6290
Se  1.995  4.630  0.599  0.6579
C  0.156  4.333  0.077  -0.6709
C  -0.916  4.907  0.742  -0.1181
C  -2.185  4.621  0.272  -0.0645
C  -2.324  3.809  -0.844  -0.0543
C  -1.185  3.296  -1.441  -0.1382
N  0.044  3.557  -0.987  0.0043
C  2.040  2.488  3.089  -0.6663
C  1.485  1.923  4.234  -0.1243
C  1.647  0.567  4.429  -0.0626
C  2.351  -0.169  3.484  -0.0815
C  2.859  0.498  2.385  -0.1476
N  2.714  1.808  2.185  0.0449
H  -0.760  5.519  1.619  0.0886
H  -3.059  4.998  0.788  0.1111
H  -3.301  3.537  -1.219  0.1077
H  -1.229  2.624  -2.292  0.0974
H  0.915  2.526  4.928  0.0955
H  1.214  0.080  5.294  0.1085
H  2.491  -1.236  3.594  0.0978
H  3.416  -0.038  1.624  0.0946


Formula: C17H41AlNO3
Source: OMol25
Level of theory: ωB97M-V with the def2-TZVPD basis set

## Properties
Kohn-Sham gap, eV: 7.1299
Net charge: -1
E_LUMO, Eh: 0.0890
E_HOMO, eV: -4.71

Each line ends with the natural charge from an NBO analysis.
Positions of all 63 atoms, in Å:
C  1.641  -6.285  -0.285  -0.6020
C  2.498  -5.245  -1.024  -0.9718
Al  1.801  -3.378  -0.741  1.4124
C  -0.091  -3.139  -1.475  -0.9532
C  -0.844  -2.140  -0.615  -0.5176
C  -2.254  -1.764  -1.010  0.7028
N  -2.848  -0.647  -0.269  -0.9032
O  -2.906  -2.293  -1.862  -0.5477
C  2.961  -1.946  -1.618  -0.9581
C  3.342  -0.719  -0.785  -0.2091
C  4.057  0.361  -1.603  -0.6027
C  4.162  -1.116  0.446  -0.6161
H  1.903  -6.315  0.776  0.1915
H  0.572  -6.051  -0.330  0.1867
H  1.752  -7.307  -0.671  0.1700
H  3.528  -5.290  -0.645  0.1926
H  2.564  -5.512  -2.087  0.1918
H  1.653  -3.133  0.885  -0.4577
H  -0.667  -4.069  -1.544  0.2062
H  -0.026  -2.739  -2.494  0.1997
H  -0.903  -2.480  0.429  0.2260
H  -0.291  -1.191  -0.547  0.2056
H  -2.393  0.199  -0.614  0.3635
H  -2.508  -0.713  0.690  0.3566
H  3.897  -2.394  -1.994  0.1895
H  2.408  -1.609  -2.509  0.1942
H  2.399  -0.270  -0.437  0.1678
H  3.370  0.825  -2.315  0.1923
H  4.463  1.153  -0.967  0.1965
H  4.882  -0.084  -2.170  0.1878
H  4.827  -0.309  0.765  0.1887
H  3.521  -1.385  1.288  0.2222
H  4.772  -1.998  0.228  0.1987
C  1.018  2.870  1.780  -0.6435
C  2.153  1.863  1.845  -0.0690
O  3.370  2.333  1.289  -0.5305
C  3.951  3.459  1.910  -0.0590
C  4.299  3.252  3.376  -0.6441
H  0.851  3.191  0.751  0.2112
H  0.101  2.408  2.151  0.2140
H  1.211  3.754  2.390  0.1950
H  1.909  0.982  1.252  0.2075
H  2.303  1.522  2.875  0.1575
H  3.313  4.345  1.795  0.1520
H  4.862  3.645  1.339  0.1847
H  3.410  3.101  3.990  0.2023
H  4.819  4.132  3.758  0.2062
H  4.948  2.384  3.494  0.2152
C  -6.251  3.867  -1.684  -0.6439
C  -5.517  3.445  -0.423  -0.0644
O  -6.355  2.894  0.577  -0.5403
C  -7.067  1.720  0.208  -0.0657
C  -6.188  0.583  -0.279  -0.6466
H  -7.048  4.574  -1.448  0.2055
H  -5.552  4.348  -2.370  0.2123
H  -6.689  3.015  -2.206  0.2061
H  -5.062  4.316  0.050  0.1813
H  -4.707  2.751  -0.673  0.1660
H  -7.832  1.959  -0.541  0.1507
H  -7.592  1.429  1.118  0.1818
H  -5.673  0.818  -1.210  0.2088
H  -6.800  -0.301  -0.465  0.2153
H  -5.427  0.322  0.455  0.2295


Formula: C4H29N2O10
Source: OMol25
Level of theory: ωB97M-V with the def2-TZVPD basis set

## Properties
Energy above the lowest of the compared OMol25 structures with the same formula, charge and spin, kJ/mol: 0.0
Kohn-Sham gap, eV: 11.1571
Net charge: +1
E_LUMO, Eh: -0.0804
E_HOMO, eV: -13.35

Each line ends with the natural charge from an NBO analysis.
Positions of all 45 atoms, in Å:
C  0.425  1.222  -1.239  -0.2290
C  -0.390  0.450  -0.218  -0.4132
C  -1.901  0.734  -0.192  -0.5298
C  -2.199  2.190  -0.414  0.6961
N  -2.570  2.925  0.647  -0.7836
O  -2.073  2.694  -1.531  -0.7076
N  -0.106  1.057  -2.617  -0.6882
H  1.447  0.849  -1.215  0.2348
H  0.468  2.280  -1.000  0.2333
H  0.039  0.616  0.767  0.2389
H  -0.257  -0.623  -0.377  0.2262
H  -2.349  0.338  0.721  0.2348
H  -2.390  0.180  -0.994  0.2680
H  -2.791  3.899  0.538  0.4147
H  -2.701  2.503  1.552  0.4068
H  -1.074  1.373  -2.646  0.4733
H  0.397  1.660  -3.264  0.4582
H  -0.082  0.082  -2.902  0.4453
H  0.066  -0.995  3.869  0.5137
H  0.604  -0.475  5.240  0.4893
O  0.667  -0.340  4.289  -1.0096
H  1.755  -3.767  1.542  0.4927
H  1.973  -2.286  1.959  0.5154
O  1.407  -2.880  1.361  -1.0213
H  -0.767  3.885  -2.472  0.5054
H  0.067  4.501  -3.616  0.4902
O  0.022  3.747  -3.022  -0.9935
H  -2.640  -1.120  -3.771  0.4869
H  -1.491  -1.727  -2.963  0.5074
O  -1.989  -0.890  -3.103  -1.0191
H  -0.094  -2.446  2.237  0.5093
H  -1.235  -2.877  3.207  0.4887
O  -0.776  -2.109  2.862  -0.9889
H  -0.642  -3.842  -2.372  0.4863
H  0.444  -2.743  -2.211  0.5098
O  -0.353  -2.997  -2.729  -0.9897
H  2.665  -2.440  -1.535  0.4878
H  1.727  -2.372  -0.312  0.5135
O  1.807  -2.102  -1.255  -0.9996
H  2.956  1.983  2.734  0.4858
H  1.681  1.264  3.144  0.5006
O  2.308  1.359  2.408  -0.9674
H  2.923  -0.405  2.455  0.5075
H  2.192  -1.067  3.576  0.5018
O  2.830  -1.292  2.863  -0.9818


Formula: C3H6N2OS
Source: OMol25
Level of theory: ωB97M-V with the def2-TZVPD basis set

## Properties
Energy above the lowest of the compared OMol25 structures with the same formula, charge and spin, kJ/mol: 352.1
Kohn-Sham gap, eV: 9.8929
Net charge: 0
E_LUMO, Eh: 0.0159
SMILES string: N/C=N\CC(=O)S
E_HOMO, eV: -9.46

Each line ends with the natural charge from an NBO analysis.
Positions of all 13 atoms, in Å:
N  1.955  0.715  -0.309  -0.8161
C  1.609  -0.668  -0.367  0.2837
N  0.391  -1.082  0.104  -0.4750
C  -0.370  -0.070  0.865  -0.4091
C  -1.485  0.477  0.150  0.4431
O  -1.606  1.698  -0.168  -0.5625
S  -3.032  -0.379  -0.323  -0.0558
H  0.962  1.235  -0.431  0.3899
H  2.406  0.978  -1.128  0.3743
H  2.329  -1.401  -0.693  0.1967
H  0.117  0.815  1.342  0.2231
H  -0.837  -0.475  1.664  0.2349
H  -2.439  -1.844  -0.706  0.1728


Formula: C39H29BiF5IPS3Si
Source: OMol25
Level of theory: ωB97M-V with the def2-TZVPD basis set

## Properties
Energy above the lowest of the compared OMol25 structures with the same formula, charge and spin, kJ/mol: 40.7
Kohn-Sham gap, eV: 6.1498
Net charge: -1
E_LUMO, Eh: 0.0693
E_HOMO, eV: -4.27

Each line ends with the Löwdin charge.
Positions of all 80 atoms, in Å:
Bi  -0.473  -1.194  -1.061  0.9590
F  0.982  1.624  -7.720  0.0944
C  0.775  0.747  -6.718  -0.1392
C  0.869  1.158  -5.395  -0.1444
F  1.180  2.434  -5.104  0.1020
C  0.671  0.255  -4.366  -0.2299
F  0.808  0.737  -3.115  -0.0358
C  0.376  -1.099  -4.590  -0.5502
S  0.204  -2.330  -3.399  0.5727
C  0.282  -1.480  -5.945  -0.2504
F  0.012  -2.758  -6.241  0.0661
C  0.469  -0.588  -6.984  -0.1440
F  0.360  -1.008  -8.257  0.0980
I  2.844  0.633  -0.487  0.9697
C  3.301  2.091  1.003  -0.5736
C  4.655  2.254  1.166  -0.1912
C  5.181  3.200  2.046  -0.0861
C  4.326  3.988  2.757  -0.0476
C  2.930  3.843  2.625  -0.1673
C  2.099  4.689  3.387  -0.0392
C  0.740  4.589  3.309  -0.0645
C  0.177  3.624  2.469  -0.0829
C  0.942  2.774  1.701  -0.2943
P  0.024  1.494  0.716  0.8865
C  -1.003  0.763  2.055  -0.3803
C  -2.254  1.194  2.484  -0.0974
C  -2.946  0.467  3.436  -0.0832
C  -2.402  -0.691  3.966  -0.0941
C  -1.155  -1.122  3.548  -0.0982
C  -0.461  -0.401  2.598  -0.1412
C  -1.128  2.572  -0.197  -0.3769
C  -2.404  2.120  -0.527  -0.1158
C  -3.221  2.881  -1.341  -0.0718
C  -2.763  4.078  -1.866  -0.0919
C  -1.470  4.499  -1.601  -0.0905
C  -0.652  3.745  -0.781  -0.0944
C  2.364  2.864  1.742  -0.1921
H  5.323  1.633  0.589  0.0688
H  6.251  3.302  2.141  0.1022
H  4.702  4.740  3.435  0.1071
H  2.572  5.416  4.035  0.1085
H  0.099  5.237  3.893  0.1038
H  -0.900  3.538  2.415  0.0989
H  -2.695  2.084  2.058  0.0980
H  -3.925  0.798  3.753  0.1023
H  -2.953  -1.257  4.702  0.1001
H  -0.735  -2.036  3.939  0.1046
H  0.504  -0.748  2.252  0.0959
H  -2.753  1.164  -0.160  0.0804
H  -4.213  2.525  -1.579  0.1007
H  -3.407  4.677  -2.494  0.0967
H  -1.093  5.406  -2.054  0.0985
H  0.372  4.048  -0.608  0.1049
S  -2.808  -1.032  -2.414  0.4383
C  -3.856  -1.143  -1.025  -0.7601
C  -5.093  -0.499  -1.076  -0.1615
C  -5.983  -0.562  -0.022  -0.1176
C  -5.674  -1.317  1.099  -0.1214
C  -4.457  -1.967  1.165  -0.1590
C  -3.532  -1.862  0.136  -0.6908
S  -1.976  -2.657  0.381  0.5174
H  -5.346  0.042  -1.976  0.0863
H  -6.921  -0.025  -0.075  0.0901
H  -6.377  -1.405  1.915  0.0887
H  -4.197  -2.576  2.016  0.0878
C  4.419  -4.448  1.448  -0.1934
Si  2.855  -4.964  0.469  0.4812
C  1.790  -6.089  1.588  -0.1916
C  3.432  -5.953  -1.059  -0.1896
C  1.790  -3.545  -0.043  -0.2275
C  0.992  -2.722  -0.433  -0.5002
H  4.983  -5.324  1.760  0.0172
H  4.165  -3.889  2.343  0.0170
H  5.081  -3.830  0.850  0.0173
H  2.315  -6.988  1.895  0.0161
H  0.888  -6.390  1.065  0.0233
H  1.481  -5.561  2.485  0.0194
H  3.972  -6.850  -0.768  0.0173
H  4.087  -5.362  -1.692  0.0208
H  2.583  -6.256  -1.664  0.0229


Formula: C2H4OSi
Source: OMol25
Level of theory: ωB97M-V with the def2-TZVPD basis set

## Properties
Energy above the lowest of the compared OMol25 structures with the same formula, charge and spin, kJ/mol: 203.5
Kohn-Sham gap (alpha / beta), eV: 6.3627 / 7.9524
Net charge: 0
E_LUMO (alpha / beta), Eh: -0.0492 / -0.0254
E_HOMO (alpha / beta), eV: -7.70 / -8.64

Each line ends with the natural charge from an NBO analysis.
Positions of all 8 atoms, in Å:
C  2.358  -0.355  0.212  0.3743
C  -0.555  0.833  0.049  -1.0255
O  3.094  0.468  -0.223  -0.4330
Si  0.440  -0.613  0.001  0.8807
H  -0.458  1.366  -0.854  0.2142
H  0.068  -1.944  0.870  -0.1342
H  -1.080  1.379  0.805  0.2374
H  0.996  -1.324  -1.223  -0.1139


Formula: C3H6F2S
Source: OMol25
Level of theory: ωB97M-V with the def2-TZVPD basis set

## Properties
Energy above the lowest of the compared OMol25 structures with the same formula, charge and spin, kJ/mol: 225.5
Kohn-Sham gap, eV: 9.5714
Net charge: 0
E_LUMO, Eh: 0.0143
SMILES string: FC(F)CCS
E_HOMO, eV: -9.18

Each line ends with the natural charge from an NBO analysis.
Positions of all 12 atoms, in Å:
F  -0.312  -1.968  1.177  -0.3483
C  -0.454  -0.764  0.587  0.5430
F  -1.585  -0.095  0.903  -0.3388
C  0.816  -0.130  0.905  -0.5147
C  0.919  1.129  -0.045  -0.5233
S  0.374  0.865  -1.737  -0.0510
H  -0.567  -0.997  -0.548  0.1572
H  1.322  -0.030  1.867  0.2532
H  1.785  -0.477  0.414  0.2399
H  1.840  1.511  0.011  0.2085
H  0.128  1.954  0.153  0.2193
H  -1.108  1.360  -1.508  0.1552


Formula: C8H8N2S
Source: OMol25
Level of theory: ωB97M-V with the def2-TZVPD basis set

## Properties
Energy above the lowest of the compared OMol25 structures with the same formula, charge and spin, kJ/mol: 496.2
Kohn-Sham gap, eV: 6.8046
Net charge: 0
E_LUMO, Eh: -0.0345
SMILES string: Cc1nc(C)n2c1SC=C=C2
E_HOMO, eV: -7.74

Each line ends with the natural charge from an NBO analysis.
Positions of all 19 atoms, in Å:
C  2.166  0.619  1.985  -0.6426
C  1.091  0.183  1.112  0.1257
N  0.931  -1.115  0.808  -0.4612
C  0.065  -1.294  -0.147  0.3922
C  -0.514  -2.432  -0.886  -0.6652
N  -0.353  -0.052  -0.574  -0.3803
C  0.230  0.916  0.289  -0.1196
S  -0.135  2.568  0.011  0.1741
C  -2.154  2.182  -0.432  -0.2251
C  -1.989  1.271  -1.314  -0.0289
C  -1.099  0.295  -1.639  -0.0546
H  2.970  1.237  1.496  0.2280
H  1.797  1.301  2.683  0.2247
H  2.577  -0.306  2.582  0.2386
H  -1.442  -1.964  -1.317  0.2319
H  0.174  -2.520  -1.790  0.2294
H  -0.582  -3.451  -0.464  0.2569
H  -2.730  2.807  0.187  0.2476
H  -1.003  -0.245  -2.590  0.2283